This record from the OMol25 dataset describes 14 unconnected molecules or ions with the total composition C32H93Br2O15P at a distorted geometry. The level of theory is ωB97M-V/def2-TZVPD.

Values from the calculation:
E_LUMO	0.0152	Eh
gap between HOMO and LUMO	8.599	eV
DFT total energy	-214769.6753	eV
spin multiplicity	1

Positions of all 143 atoms, in Å:
1 H 3.857 4.924 0.458
2 H -0.867 0.116 7.411
3 H -10.994 12.020 -4.111
4 H 0.835 -5.859 4.979
5 C -11.447 11.161 -3.608
6 Br -3.183 2.457 -2.964
7 C 2.395 -3.642 -0.094
8 C 3.454 4.022 -0.009
9 C -2.696 -0.792 -7.246
10 H 2.296 -1.307 -1.472
11 C -2.272 0.541 -6.603
12 H -0.551 -7.413 7.298
13 H -3.595 0.790 2.294
14 O 0.379 0.073 2.250
15 H -0.699 2.316 -4.671
16 H -1.830 -1.342 -7.591
17 H 3.429 0.812 -3.138
18 H -2.581 1.349 -7.256
19 H -12.527 11.213 -3.730
20 H -3.328 -0.592 -8.104
21 H 0.943 -3.715 1.535
22 H -0.642 -6.810 -1.001
23 H 1.120 0.344 -1.725
24 H -2.468 1.188 -0.238
25 C 0.656 0.365 -4.597
26 O 9.108 -6.931 3.573
27 H 2.430 -4.728 -0.037
28 C -8.768 7.304 -4.706
29 C -8.975 6.724 -0.623
30 H -8.981 7.812 -0.525
31 H -0.075 -1.418 0.224
32 H -1.062 -5.260 -0.243
33 H -3.263 -1.388 -6.544
34 H 0.543 1.082 7.936
35 H 0.286 -3.615 -0.065
36 O 10.373 -3.840 1.381
37 O 4.415 2.975 -0.018
38 H 1.010 1.815 3.116
39 H -6.399 4.089 -0.158
40 H 1.632 -1.117 0.293
41 H -8.409 7.611 -5.691
42 H 7.855 -0.118 1.348
43 C 0.674 -1.324 2.154
44 C 10.002 -5.110 0.844
45 C 8.204 -0.803 0.572
46 C -3.885 1.597 2.973
47 H -0.168 -1.862 2.583
48 H 1.004 -0.439 -3.953
49 H 2.365 -3.422 -1.153
50 H 4.438 -3.899 0.392
51 H -5.260 2.504 -1.415
52 C -1.173 2.769 -0.930
53 O -0.871 0.689 -6.444
54 C -0.300 -0.280 -5.578
55 H 0.890 -1.207 8.168
56 H 5.289 -1.774 0.509
57 C -1.454 -7.868 6.898
58 H -9.815 7.025 -4.781
59 C 1.276 0.766 3.085
60 H 3.128 4.254 -1.027
61 H 1.229 0.350 4.092
62 H 1.270 -3.692 4.250
63 H 10.585 -8.327 3.449
64 C -6.893 3.282 -0.699
65 H -0.180 -6.125 1.710
66 H 10.200 -7.823 5.106
67 H -1.176 -8.584 6.121
68 O 7.553 -2.070 0.683
69 H -1.881 -6.759 0.270
70 C 4.401 -1.638 -1.402
71 H -2.387 2.753 2.554
72 H 3.775 -0.949 0.544
73 H 9.289 -0.910 0.646
74 H 1.572 -1.532 2.736
75 P -0.255 1.645 -3.507
76 O -6.007 2.183 -0.897
77 H 4.698 -2.566 -1.880
78 H 8.877 -6.179 4.128
79 H -4.308 1.161 3.875
80 H 7.763 -2.434 1.551
81 C 0.184 0.342 7.217
82 H -7.747 8.627 -3.704
83 H 9.675 -3.217 1.157
84 O 0.974 -0.845 7.280
85 O -8.676 8.380 -3.772
86 H -8.077 6.387 1.073
87 H 10.787 -5.818 1.094
88 H -1.049 -0.820 -4.995
89 O -11.002 9.939 -4.178
90 H -0.831 -5.589 4.430
91 H -2.792 0.679 -5.654
92 C 1.326 2.221 -2.711
93 O -7.920 6.156 0.152
94 H -7.256 3.660 -1.659
95 Br -2.478 3.992 -0.032
96 C -1.327 2.881 -2.447
97 C 10.322 -7.478 4.076
98 H -3.063 -7.226 6.011
99 H -8.802 6.467 -1.664
100 O -2.263 -6.823 6.365
101 H -0.196 -4.642 5.782
102 H -0.948 1.355 0.641
103 H 7.955 -0.392 -0.403
104 O -2.753 2.370 3.359
105 C -0.934 -6.331 -0.070
106 C 3.235 0.545 -2.108
107 C 1.082 -3.239 0.570
108 H 5.236 -0.960 -1.569
109 H -1.056 0.570 -3.027
110 C 0.845 -1.728 0.714
111 H 1.495 0.842 -5.099
112 H 5.173 3.278 -0.530
113 H -8.189 6.444 -4.361
114 H -0.230 3.188 -0.619
115 H 3.534 -3.125 1.657
116 H -1.972 -8.392 7.705
117 H 3.033 -1.407 -3.030
118 H 1.856 1.535 -0.725
119 C 3.161 -0.992 -2.034
120 O 0.089 -6.560 0.893
121 H -0.976 0.597 -0.927
122 O 0.487 -4.119 3.887
123 H 2.599 3.678 0.569
124 H 0.278 0.748 6.214
125 H -10.043 9.887 -4.067
126 C 3.683 -3.140 0.578
127 H 1.178 3.174 -2.217
128 H -9.943 6.322 -0.314
129 H 2.299 0.712 2.703
130 C 4.278 -1.810 0.111
131 H -7.740 2.931 -0.115
132 H 9.903 -5.054 -0.243
133 H 0.263 -1.007 -6.160
134 C 1.856 1.136 -1.733
135 H 2.024 2.377 -3.526
136 C 0.056 -5.106 4.827
137 H 11.130 -6.742 4.034
138 H -4.641 2.219 2.490
139 H -1.132 3.893 -2.774
140 H -11.211 11.204 -2.540
141 C -1.413 1.396 -0.338
142 H 4.010 0.917 -1.452
143 H 9.064 -5.455 1.282

These are the Mulliken partial charges, in e, on atoms 1 to 2:
1 H 0.366
2 H 0.258

=====

This record from the OMol25 dataset describes a molecular structure, C16H9BClF4IN2OPdS. The level of theory is ωB97M-V/def2-TZVPD.

Values from the calculation:
E_LUMO	-0.4002	Eh
gap between HOMO and LUMO	3.346	eV
charge	+2
DFT total energy	-68238.9273	eV
spin multiplicity	1

Positions of all 37 atoms, in Å:
1 S -1.733 2.948 -2.888
2 F 2.511 1.678 -2.634
3 N 1.160 -1.318 0.958
4 H -2.356 -4.789 2.748
5 C -0.578 4.865 0.978
6 F 1.526 -0.343 -2.121
7 C -1.130 5.707 0.000
8 C -0.416 3.517 0.752
9 C -0.816 3.014 -0.485
10 H -1.946 5.868 -1.980
11 H 3.121 -0.752 0.622
12 B 2.491 0.625 -1.814
13 O -1.433 -0.933 0.620
14 C -0.279 -4.314 2.520
15 C -1.526 5.218 -1.224
16 I -4.068 -2.510 1.496
17 C 2.133 -3.615 2.170
18 H -0.271 5.287 1.925
19 C 2.482 -1.513 1.056
20 H -1.133 0.593 -2.666
21 C 0.754 -3.406 2.053
22 C 2.992 -2.658 1.662
23 H 2.522 -4.508 2.642
24 N -0.740 1.691 -0.918
25 H -1.241 6.762 0.211
26 C -1.105 -1.947 1.221
27 C -1.167 1.540 -2.146
28 C -1.359 3.853 -1.458
29 H 4.064 -2.788 1.721
30 F 3.679 0.067 -1.444
31 Pd 0.208 0.247 0.039
32 C -2.112 -2.925 1.741
33 Cl 0.161 -5.721 3.283
34 F 1.915 1.182 -0.415
35 H 0.023 2.872 1.502
36 C 0.327 -2.240 1.434
37 C -1.658 -4.058 2.361

These are the Mulliken partial charges, in e, on atoms 1 to 2:
1 S -0.120
2 F -0.282

=====

This record from the OMol25 dataset describes a molecular structure, C34H26Cl3N4O4PSTi. The level of theory is ωB97M-V/def2-TZVPD.

Values from the calculation:
E_LUMO (alpha / beta)	0.0050 / 0.0024	Eh
gap between HOMO and LUMO (alpha / beta)	6.638 / 7.649	eV
DFT total energy	-130641.3000	eV
spin multiplicity	3

Positions of all 74 atoms, in Å:
1 C -1.524 1.069 -2.951
2 P -2.101 0.596 -0.311
3 N -2.794 -0.954 -0.529
4 C -4.420 0.790 1.298
5 S 2.869 -2.354 0.936
6 C 1.034 -2.094 2.949
7 C -2.423 1.384 -1.929
8 H 1.135 4.372 -2.019
9 C -0.384 -3.971 -1.955
10 C -3.888 3.432 1.961
11 C -3.022 2.737 1.133
12 H -4.505 3.399 -3.686
13 H -1.412 -4.142 4.080
14 Ti 0.239 -0.226 0.523
15 C 3.443 1.895 -1.709
16 O 0.502 1.299 2.158
17 Cl -0.774 3.211 4.027
18 H -3.653 -3.131 -1.736
19 O 3.951 -2.074 1.844
20 C -0.014 -2.559 3.732
21 H -4.198 2.488 -1.422
22 N 1.326 1.305 -0.685
23 O 3.106 -3.372 -0.068
24 H -2.195 -4.937 -2.619
25 O -1.144 -0.153 2.301
26 H 6.269 0.042 -1.784
27 C -5.028 2.811 2.452
28 H -0.672 0.431 -2.738
29 N -0.673 -1.903 -0.770
30 N 2.272 -1.001 0.280
31 H 1.503 -1.136 3.139
32 C 4.775 1.535 -2.009
33 C 1.593 3.430 -1.752
34 H -2.128 3.228 0.764
35 H -0.383 -1.952 4.548
36 H -3.747 -1.009 -0.864
37 C 2.627 1.006 -0.975
38 H 3.484 3.829 -2.660
39 C -5.288 1.488 2.125
40 H 0.301 -4.712 -2.339
41 C -0.135 -4.568 2.412
42 C 0.910 -4.118 1.624
43 C -0.898 1.445 4.103
44 C -0.493 0.825 2.739
45 H 1.300 -4.712 0.809
46 Cl -2.539 0.989 4.560
47 C 4.455 -0.545 -0.806
48 H -0.588 -5.530 2.208
49 Cl 0.255 0.824 5.300
50 C -0.595 -3.789 3.464
51 C 2.878 3.128 -2.099
52 H 4.893 -1.470 -0.464
53 C -2.777 2.416 -4.493
54 C -2.578 -3.091 -1.618
55 C 0.848 2.476 -1.042
56 C 3.149 -0.233 -0.483
57 C 1.480 -2.881 1.893
58 H -6.165 0.994 2.524
59 H -4.616 -0.251 1.075
60 C -3.496 2.226 -2.204
61 C -1.763 -4.086 -2.108
62 H -5.702 3.350 3.104
63 C 5.250 0.335 -1.565
64 C -1.704 1.575 -4.228
65 H -3.665 4.456 2.232
66 H -2.917 2.820 -5.487
67 H 1.170 -2.754 -1.133
68 H 5.395 2.216 -2.577
69 C -1.995 -1.999 -0.968
70 H -1.000 1.325 -5.011
71 C -3.291 1.415 0.782
72 H -0.178 2.684 -0.769
73 C 0.107 -2.875 -1.282
74 C -3.669 2.742 -3.482

These are the Mulliken partial charges, in e, on atoms 1 to 2:
1 C -0.497
2 P 0.699

=====

This record from the OMol25 dataset describes C4H9NO2 in the gas phase at a distorted geometry. The level of theory is ωB97M-V/def2-TZVPD.

Values from the calculation:
SMILES	CCNC(=O)OC
E_LUMO	0.0340	Eh
gap between HOMO and LUMO	10.655	eV
DFT total energy	-9879.0459	eV
spin multiplicity	1

Positions of all 16 atoms, in Å:
1 H -3.258 0.930 0.790
2 C 2.907 -0.015 -0.725
3 H 3.481 0.293 -1.598
4 C -1.716 -0.567 0.226
5 H -2.590 -0.830 -0.380
6 H 3.237 -0.997 -0.377
7 H -1.774 0.759 2.058
8 H -0.780 0.383 -1.338
9 C -2.128 0.760 1.000
10 H -1.468 1.586 0.618
11 H -1.511 -1.469 0.815
12 N -0.623 -0.357 -0.721
13 H 3.033 0.706 0.087
14 O 1.550 -0.055 -1.160
15 O 0.973 -0.726 0.916
16 C 0.666 -0.401 -0.210

These are the Mulliken partial charges, in e, on atoms 1 to 2:
1 H 0.271
2 C -0.610

=====

This record from the OMol25 dataset describes C5H8O in the gas phase. The level of theory is ωB97M-V/def2-TZVPD.

Values from the calculation:
E_LUMO	0.0371	Eh
gap between HOMO and LUMO	9.125	eV
DFT total energy	-7358.0211	eV
spin multiplicity	1

Positions of all 14 atoms, in Å:
1 H -0.619 -1.714 1.281
2 H -1.800 -0.264 -0.224
3 C 1.024 0.204 -0.683
4 H 1.634 -1.552 -1.619
5 H -0.596 1.409 -1.372
6 C -0.145 1.131 -0.414
7 C -1.108 0.271 0.428
8 C 0.674 -1.070 -1.358
9 H 2.019 0.659 -0.674
10 H -1.685 0.866 1.144
11 H 0.176 -0.335 2.101
12 C -0.189 -0.721 1.141
13 H 0.165 2.046 0.103
14 O 0.994 -0.868 0.321

These are the Mulliken partial charges, in e, on atoms 1 to 2:
1 H 0.277
2 H 0.321

=====

This record from the OMol25 dataset describes a molecular structure, C39H44SbZr at a distorted geometry. The level of theory is ωB97M-V/def2-TZVPD.

Values from the calculation:
E_LUMO	-0.1176	Eh
gap between HOMO and LUMO	6.903	eV
charge	+1
DFT total energy	-48967.7181	eV
spin multiplicity	1

Positions of all 85 atoms, in Å:
1 H 0.606 1.962 -4.718
2 C 3.279 -0.423 -4.138
3 C 1.019 3.915 -2.716
4 Sb -0.747 -1.025 1.163
5 H -3.600 -3.969 -2.107
6 C 0.028 2.940 -2.180
7 H 0.186 -4.439 5.116
8 C 2.339 0.841 0.906
9 H 4.659 2.586 -0.012
10 C -0.244 1.412 -4.299
11 H 1.925 -1.326 -0.620
12 C -1.110 0.095 3.011
13 H -0.676 -2.362 4.102
14 H -1.025 4.057 0.948
15 H 1.838 3.409 -3.241
16 H 0.370 4.673 0.024
17 H -3.816 2.646 -0.434
18 C 4.527 -0.221 0.247
19 H 4.147 -1.148 0.693
20 Zr 0.352 0.949 -0.829
21 H 1.571 -5.764 1.246
22 C 0.939 -5.242 3.249
23 C 2.045 0.140 -2.144
24 C -2.537 0.193 -2.554
25 H 1.455 4.523 -1.911
26 C 0.313 -4.271 4.044
27 H 0.536 4.599 -3.432
28 C 0.668 -3.797 1.308
29 C -1.796 2.136 -0.967
30 H 0.811 -3.631 0.237
31 C 3.453 0.817 0.056
32 H -5.867 -2.357 1.205
33 H 5.014 -0.461 -0.709
34 H 0.539 1.067 5.842
35 C 2.868 -2.118 -2.456
36 C 2.658 0.549 -3.328
37 C -1.631 1.302 -2.127
38 H -3.348 0.563 -3.201
39 H 4.445 1.786 -1.596
40 H -5.773 -3.710 -0.897
41 H -3.438 2.091 4.507
42 H 3.850 -2.503 -4.336
43 H 3.697 -0.124 -5.106
44 H -3.277 1.059 0.151
45 C -2.318 0.768 3.219
46 H 0.610 1.907 1.713
47 C -4.924 -2.467 0.662
48 C -2.951 2.093 -0.027
49 H -3.123 0.716 2.484
50 C -0.269 0.987 5.112
51 H -1.612 2.296 6.203
52 H 5.292 0.193 0.924
53 H -3.809 -1.310 2.109
54 C -2.496 1.559 4.364
55 H 1.297 -6.173 3.695
56 H -1.561 -2.851 -1.258
57 C 0.040 -2.834 2.106
58 C 1.103 -5.004 1.875
59 H -1.125 1.602 -4.930
60 C -2.505 -2.729 -0.715
61 H 3.140 2.786 -0.916
62 H 0.866 -0.315 3.831
63 H 2.909 -3.148 -2.097
64 H -2.995 -0.311 -1.692
65 C 3.927 2.053 -0.659
66 C -0.090 0.200 3.965
67 C 1.360 1.923 0.911
68 H -0.013 0.337 -4.367
69 C -0.533 1.825 -2.899
70 C -4.873 -3.226 -0.515
71 C -2.566 -1.946 0.447
72 C -0.155 -3.082 3.469
73 C -0.663 4.306 -0.063
74 C -3.656 -3.365 -1.198
75 C 3.374 -1.753 -3.706
76 H 1.746 2.921 0.698
77 C -3.767 -1.851 1.159
78 H -1.280 5.139 -0.441
79 C 2.324 -1.116 -1.636
80 H 2.665 1.604 -3.645
81 H -2.689 2.544 0.937
82 C -1.472 1.677 5.312
83 H -1.982 -0.572 -3.119
84 H 2.281 0.064 1.677
85 C -0.759 3.133 -0.985

These are the Mulliken partial charges, in e, on atoms 1 to 2:
1 H 0.422
2 C -0.772

=====

This record from the OMol25 dataset describes C2H2N4O2 in the gas phase at a distorted geometry. The level of theory is ωB97M-V/def2-TZVPD.

Values from the calculation:
SMILES	[H]/N=C\n1onnc1=O
E_LUMO	-0.0219	Eh
gap between HOMO and LUMO	9.762	eV
DFT total energy	-12156.4402	eV
spin multiplicity	1

Positions of all 10 atoms, in Å:
1 C 1.225 -0.817 -0.087
2 H 1.108 -2.004 -0.360
3 H 1.722 0.924 -0.117
4 O -1.244 -1.116 0.413
5 C -0.501 0.913 0.029
6 N -2.293 -0.332 -0.144
7 N -0.185 -0.416 0.329
8 N 2.094 0.061 -0.117
9 O 0.049 1.949 0.339
10 N -1.975 0.838 -0.284

These are the Mulliken partial charges, in e, on atoms 1 to 2:
1 C 0.150
2 H 0.259

=====

This record from the OMol25 dataset describes a molecular structure, C16H39GeIN4PdSe. The level of theory is ωB97M-V/def2-TZVPD.

Values from the calculation:
E_LUMO (alpha / beta)	-0.2034 / -0.2533	Eh
gap between HOMO and LUMO (alpha / beta)	7.533 / 6.605	eV
charge	+2
DFT total energy	-156614.9724	eV
spin multiplicity	3

Positions of all 63 atoms, in Å:
1 I 0.593 -3.560 -1.146
2 N 2.509 -0.578 -2.115
3 H -6.184 -1.047 -1.347
4 C -4.386 -0.699 -2.458
5 C -1.422 -0.428 5.007
6 H -2.709 -2.546 0.185
7 H 3.245 3.288 -0.235
8 C 2.526 2.862 -0.948
9 H -4.867 -2.129 -0.879
10 C 0.187 -1.860 2.667
11 H -0.205 1.904 -0.915
12 C -4.859 0.691 -2.924
13 H -4.209 -2.721 -3.267
14 C 1.110 0.944 3.607
15 H 2.735 -0.365 -3.082
16 C -4.608 -1.748 -3.557
17 H -5.682 -1.850 -3.720
18 H 2.523 -1.589 -2.053
19 H 0.770 1.125 -1.968
20 H -4.143 -1.444 -4.496
21 H 4.592 3.198 -3.599
22 H -1.849 -1.368 5.366
23 C -2.930 -0.611 -2.176
24 H 2.151 -0.238 0.519
25 H -4.737 1.437 -2.136
26 H 1.677 -1.031 6.408
27 Ge 0.351 -0.721 4.286
28 C 1.764 1.729 -0.239
29 C 3.282 2.343 -2.162
30 H -1.696 -3.527 1.250
31 N -1.808 -0.527 -1.957
32 H -4.866 -0.431 -0.339
33 H 1.831 3.658 -1.233
34 C -2.283 -2.620 1.176
35 C 3.455 0.052 -1.162
36 H -0.147 -2.873 2.896
37 H 1.146 -1.931 2.157
38 H 2.479 -1.870 5.064
39 C 1.513 -1.647 5.520
40 H 3.445 0.905 0.824
41 H 3.512 4.286 -2.997
42 H -1.360 0.262 5.851
43 H 4.737 0.831 -2.727
44 H 2.165 0.808 3.349
45 H 4.192 -0.671 -0.822
46 Pd 0.019 -1.051 -0.865
47 H -3.058 -2.581 1.937
48 C 4.222 1.193 -1.829
49 C -5.108 -1.103 -1.165
50 H 0.554 1.262 2.717
51 C 2.718 0.577 0.072
52 H -2.089 0.005 4.259
53 Se -1.094 -1.101 1.418
54 H 1.034 1.741 4.352
55 H -5.920 0.626 -3.175
56 N 0.573 1.262 -0.988
57 H 1.406 2.133 0.704
58 H 4.989 1.549 -1.128
59 H 4.796 3.811 -2.090
60 H -4.316 1.019 -3.811
61 N 4.097 3.487 -2.758
62 H 1.043 -2.583 5.832
63 H 2.593 2.062 -2.957

These are the Mulliken partial charges, in e, on atoms 1 to 2:
1 I -0.306
2 N -0.405